Record 1
Computed, not measured: a cluster of 2 separate species, C2H8NS in total, with wB97M-V/def2-TZVPD.

Computed properties:
energy above the lowest of the compared OMol25 structures with the same formula, charge and spin: 0.748 eV
gap between HOMO and LUMO: 6.78 eV
DFT total energy: -533.94359 Eh
charge: -1
HOMO level: -0.09878 hartree
molecular weight: 78.16 g mol⁻¹

```
12
Properties=species:S:1:pos:R:3:lowdin_charge:R:1
S 0.901 1.610 -2.789 -0.2666
H 0.200 2.493 -2.108 -0.4917
C -0.706 -1.386 0.915 -0.1313
C -0.189 -0.109 0.131 -0.4623
N 1.015 0.381 0.581 -0.0518
H -1.416 -2.107 0.361 0.0650
H 0.205 -1.923 1.248 0.0471
H -1.354 -0.970 1.739 0.0513
H -0.159 -0.265 -0.989 0.0515
H -0.974 0.592 0.363 0.0809
H 1.604 0.318 -0.287 0.0378
H 0.875 1.366 0.835 0.0701
```

---

Record 2
Computed, not measured: a structure of composition C5H8O, with wB97M-V/def2-TZVPD.

Computed properties:
energy above the lowest of the compared OMol25 structures with the same formula, charge and spin: 2.874 eV
gap between HOMO and LUMO: 10.06 eV
DFT total energy: -270.45228 Eh
HOMO level: -0.32894 hartree
molecular weight: 84.12 g mol⁻¹

```
14
Properties=species:S:1:pos:R:3:lowdin_charge:R:1
C -0.786 -0.911 -1.115 -0.0592
C 0.460 -0.721 -0.295 -0.2747
C 0.932 0.631 0.126 -0.1326
C -0.311 1.384 0.583 -0.1396
O -0.694 0.321 1.483 -0.0686
C 0.510 -0.360 1.166 -0.2187
H -1.534 -0.116 -1.214 0.0704
H -1.313 -1.847 -0.859 0.0912
H -0.205 -0.869 -2.043 0.0835
H 1.211 -1.454 -0.604 0.1403
H 1.888 1.061 -0.134 0.1301
H -1.085 1.604 -0.164 0.1106
H -0.068 2.269 1.167 0.1204
H 0.994 -0.993 1.903 0.1468
```

---

Record 3
Computed, not measured: a structure of composition C2H4Cl3Hf, with wB97M-V/def2-TZVPD.

Computed properties:
energy above the lowest of the compared OMol25 structures with the same formula, charge and spin: 2.878 eV
gap between HOMO and LUMO: 2.46 eV
DFT total energy: -1505.52181 Eh
charge: +3
HOMO level: -0.73721 hartree
molecular weight: 312.90 g mol⁻¹

```
10
Properties=species:S:1:pos:R:3:lowdin_charge:R:1
Hf -6.531 -1.449 2.766 1.7465
Cl -3.293 -0.331 1.684 -0.1598
Cl 2.317 1.934 -0.292 1.0254
C 1.153 0.749 0.067 -0.5459
C 1.247 -0.423 -0.951 -0.5025
Cl 0.919 0.070 -2.588 0.9671
H 0.173 1.226 0.051 0.1177
H 1.396 0.349 1.051 0.1150
H 0.441 -1.137 -0.782 0.1200
H 2.177 -0.989 -1.006 0.1165
```

---

Record 4
Computed, not measured: an isolated molecule of C6H6O, with wB97M-V/def2-TZVPD.

Computed properties:
energy above the lowest of the compared OMol25 structures with the same formula, charge and spin: 4.988 eV
gap between HOMO and LUMO: 10.81 eV
DFT total energy: -307.28011 Eh
HOMO level: -0.36158 hartree
molecular weight: 94.11 g mol⁻¹

```
13
Properties=species:S:1:pos:R:3:lowdin_charge:R:1
C 0.908 0.958 -1.711 0.1282
C 0.331 0.141 -1.025 -0.0926
C -0.281 -0.507 0.148 -0.2858
C 0.770 -1.069 1.012 -0.0938
C 1.641 -1.540 1.698 0.1300
C -1.067 0.738 0.660 -0.2110
O -1.448 1.428 -0.513 -0.1227
H 1.770 1.293 -2.224 0.0486
H -0.990 -1.298 -0.124 0.1521
H 2.411 -1.952 2.316 0.0306
H -0.431 1.341 1.324 0.1283
H -1.972 0.448 1.208 0.1282
H -0.617 1.727 -1.007 0.0599
```

---

Record 5
Computed, not measured: a structure of composition C42H38BrClN2O3PdSb, with wB97M-V/def2-TZVPD.

Computed properties:
energy above the lowest of the compared OMol25 structures with the same formula, charge and spin: 0.854 eV
gap between HOMO and LUMO (alpha / beta): 6.64 / 5.83 eV
2S+1: 3
DFT total energy: -5360.60644 Eh
charge: +1
⟨S²⟩: 2.01
HOMO level (alpha / beta): -0.38561 / -0.38589 hartree
molecular weight: 962.31 g mol⁻¹

```
89
Properties=species:S:1:pos:R:3:lowdin_spin:R:1
Pd 0.441 -1.291 -0.074 1.3657
Br 6.047 -1.085 -5.078 0.0009
C 4.995 -1.320 -3.531 0.0029
C 5.523 -0.995 -2.292 -0.0004
C 4.741 -1.150 -1.158 0.0044
C 3.441 -1.627 -1.279 0.0035
C 2.909 -1.929 -2.527 0.0033
C 3.696 -1.791 -3.656 -0.0008
N 2.591 -1.770 -0.152 0.0731
C 3.025 -2.232 0.946 0.0000
C 2.130 -2.341 2.107 0.0073
C 2.570 -2.744 3.350 0.0021
C 1.653 -2.788 4.395 -0.0035
C 0.338 -2.434 4.161 0.0034
C -0.037 -2.051 2.878 0.0076
N 0.847 -2.015 1.891 0.1004
H 6.531 -0.612 -2.216 0.0000
H 5.130 -0.862 -0.189 0.0003
H 1.885 -2.276 -2.602 -0.0001
H 3.299 -2.036 -4.632 -0.0001
H 4.057 -2.561 1.056 0.0020
H 3.608 -3.011 3.501 0.0008
H 1.969 -3.099 5.382 -0.0002
H -0.401 -2.451 4.950 0.0007
H -1.053 -1.769 2.623 0.0014
C -4.855 -2.027 -2.116 0.0000
C -4.948 -1.952 -0.617 0.0006
C -5.699 -0.938 -0.027 -0.0001
C -5.852 -0.866 1.344 0.0003
Cl -6.771 0.438 2.035 0.0001
C -5.276 -1.814 2.170 -0.0001
C -4.521 -2.821 1.596 0.0006
C -4.338 -2.881 0.224 0.0009
O -3.616 -3.975 -0.220 0.0035
C -2.518 -3.854 -1.092 0.0051
C -1.468 -2.858 -0.672 0.0124
O -1.712 -1.937 0.144 0.0776
O -0.305 -2.966 -1.198 0.1669
H -5.590 -1.367 -2.572 0.0000
H -5.041 -3.040 -2.476 0.0000
H -3.871 -1.718 -2.480 0.0000
H -6.188 -0.203 -0.655 0.0000
H -5.421 -1.766 3.241 0.0000
H -4.058 -3.583 2.209 0.0000
H -2.802 -3.614 -2.118 0.0000
H -2.048 -4.835 -1.118 0.0009
C -0.800 4.039 -0.935 0.0008
C 0.497 4.517 -0.341 0.0054
C 0.773 5.882 -0.302 0.0025
C 1.953 6.373 0.240 -0.0013
C 2.897 5.500 0.756 0.0008
C 2.646 4.136 0.720 0.0029
C 1.458 3.641 0.186 0.0426
Sb 1.286 1.517 0.266 0.0521
C -0.439 1.306 1.549 -0.0006
C -1.767 1.166 1.151 -0.0017
C -2.784 0.947 2.069 0.0001
C -2.484 0.876 3.419 -0.0003
C -1.169 1.033 3.835 0.0002
C -0.136 1.238 2.923 -0.0005
C 1.270 1.391 3.452 0.0026
C 0.601 0.907 -1.696 0.0132
C -0.604 0.246 -1.987 0.0114
C -0.875 -0.245 -3.263 0.0078
C 0.044 -0.064 -4.275 0.0028
C 1.235 0.607 -4.008 0.0117
C 1.537 1.084 -2.740 -0.0014
C 2.840 1.809 -2.523 0.0006
H -1.380 4.874 -1.325 0.0000
H -1.408 3.535 -0.183 0.0000
H -0.632 3.334 -1.752 0.0002
H 0.044 6.574 -0.707 0.0004
H 2.134 7.440 0.254 -0.0001
H 3.822 5.872 1.177 0.0002
H 3.393 3.451 1.112 0.0011
H -2.044 1.249 0.109 -0.0001
H -3.805 0.841 1.725 0.0000
H -3.272 0.715 4.144 -0.0001
H -0.934 1.001 4.893 0.0001
H 1.279 1.320 4.539 0.0002
H 1.701 2.360 3.187 0.0003
H 1.942 0.619 3.062 0.0011
H -1.381 0.143 -1.242 -0.0003
H -1.816 -0.745 -3.457 0.0003
H -0.159 -0.427 -5.275 -0.0001
H 1.950 0.762 -4.808 0.0006
H 3.442 1.805 -3.432 0.0001
H 3.436 1.340 -1.733 0.0011
H 2.674 2.850 -2.236 -0.0002
```

---

Record 6
Computed, not measured: a cluster of 3 separate species, C16H31FN3O6 in total, with wB97M-V/def2-TZVPD.

Computed properties:
gap between HOMO and LUMO: 8.37 eV
DFT total energy: -1343.33931 Eh
charge: +1
HOMO level: -0.46606 hartree
molecular weight: 380.44 g mol⁻¹

```
57
Properties=species:S:1:pos:R:3:lowdin_charge:R:1
C 0.696 -1.926 1.996 -0.1082
C -0.856 -1.718 1.508 -0.2486
N -1.135 -0.411 0.800 -0.0369
C -1.094 0.784 1.726 -0.0957
C -0.004 1.292 2.840 0.0785
N -0.431 2.624 3.486 -0.0955
C 0.431 3.324 4.522 -0.0888
C 1.870 3.759 3.801 -0.2404
C 1.591 4.337 2.263 -0.0636
F 2.590 4.824 4.567 -0.0929
C -1.758 3.043 2.857 0.0921
N -2.109 1.939 1.838 0.0781
H 0.767 -1.490 3.101 0.0696
H 1.046 -3.051 2.057 0.1015
H 1.434 -1.266 1.350 0.0750
H -1.622 -1.932 2.389 0.1434
H -1.068 -2.578 0.707 0.1374
H -0.559 -0.280 -0.062 0.1195
H 1.000 0.726 3.129 0.1366
H 0.744 2.520 5.348 0.1595
H -0.073 4.277 4.978 0.1574
H 2.590 2.819 3.691 0.1541
H 1.495 3.455 1.468 0.0631
H 2.484 5.014 1.878 0.1112
H 0.607 5.011 2.255 0.0955
H -2.357 4.027 3.090 0.1703
H -3.011 2.045 1.284 0.1677
C 5.750 -0.501 -3.194 -0.0660
C 4.755 0.447 -3.841 -0.2123
O 3.469 0.342 -3.217 0.0277
C 3.343 0.970 -2.022 -0.5421
O 4.214 1.611 -1.452 0.1140
O 2.091 0.744 -1.555 -0.0004
C 1.859 1.272 -0.251 -0.0698
H 5.360 -1.523 -3.187 0.0832
H 6.703 -0.486 -3.731 0.0848
H 5.940 -0.227 -2.151 0.0744
H 4.622 0.170 -4.891 0.1268
H 5.112 1.483 -3.824 0.1272
H 2.113 2.336 -0.199 0.0842
H 2.432 0.702 0.488 0.0961
H 0.795 1.162 -0.023 0.0519
C -5.085 -2.622 -0.357 -0.0639
C -3.915 -2.000 -1.100 -0.2287
O -3.192 -2.994 -1.837 0.0131
C -3.764 -3.393 -3.000 -0.5477
O -4.816 -2.977 -3.464 0.1115
O -2.980 -4.353 -3.550 -0.0071
C -3.522 -4.930 -4.735 -0.0472
H -4.747 -3.455 0.267 0.0830
H -5.579 -1.879 0.278 0.0786
H -5.828 -3.026 -1.051 0.0799
H -3.215 -1.570 -0.377 0.0855
H -4.239 -1.186 -1.759 0.1255
H -3.780 -4.162 -5.472 0.0991
H -4.399 -5.536 -4.486 0.1020
H -2.763 -5.585 -5.173 0.0968
```